Molecular formula: C6H5Br2FSi
Method: DFT, wB97M-V/def2-TZVPD

Positions of all 15 atoms, in Å:
C: -1.10 1.80 -1.21
C: -0.39 2.06 -0.04
C: -1.06 0.47 -1.71
C: 0.28 1.01 0.63
C: -0.39 -0.58 -1.08
C: 0.29 -0.26 0.14
F: 0.29 -2.12 2.73
Si: 1.25 -2.03 1.42
Br: 1.12 -4.12 0.62
Br: 3.28 -1.57 2.23
H: -1.82 2.56 -1.68
H: -0.38 2.88 0.58
H: -1.43 0.21 -2.75
H: 0.36 1.27 1.66
H: -0.29 -1.58 -1.55

## Properties
Energy   -5769.1141 a.u.
Orbital gap   9.4 eV
Energy above the lowest of the compared OMol25 structures with the same formula, charge and spin   0.000 eV
2S+1   1
Total charge   0
Highest occupied orbital energy   -9.59 eV